20
Properties=species:S:1:pos:R:3 method="wB97M-V/def2-TZVPD" orbital_gap_ev="7.38 / 7.38" homo_ev="-7.42 / -7.42" e_above_lowest_kcal_mol=53.11 smiles="C[P@]1(Cl)=Nc2ccccc2C(Cl)=N1"
N 0.64 -1.10 0.41
C 3.53 -0.60 -1.31
Cl 3.56 -0.19 1.62
H -1.45 -2.17 1.22
C -0.42 1.17 0.45
H -3.55 -0.71 1.90
H 4.20 -1.53 -1.14
C -2.70 1.07 1.27
C -1.68 1.82 0.73
C -1.53 -1.00 1.12
Cl 0.66 3.53 -0.05
H -1.74 2.88 0.37
C 0.71 1.89 0.05
H 4.23 0.23 -1.18
C -0.32 -0.33 0.69
P 2.39 -0.12 0.00
C -2.62 -0.28 1.42
H 3.16 -0.45 -2.47
N 1.89 1.41 -0.22
H -3.67 1.48 1.32

47
Properties=species:S:1:pos:R:3 method="wB97M-V/def2-TZVPD" orbital_gap_ev=6.11 homo_ev=-13.68 charge=+2
C 0.56 5.39 0.25
C -1.80 -1.87 4.52
H 1.04 1.44 2.53
C 1.17 -4.69 -2.72
H -1.37 -2.40 5.36
C -3.63 -0.81 3.40
N -1.46 -0.85 2.39
H 1.66 3.51 2.81
H 0.30 -5.19 -3.13
Hf -0.24 -0.40 0.44
C -0.35 2.05 -1.23
C -2.77 -0.49 2.37
C -1.22 1.00 -0.83
C 3.42 -3.41 -1.70
H 4.48 -5.19 -2.20
C 1.11 5.08 1.48
C 1.06 -3.39 -2.24
H 1.45 5.86 2.15
H 0.05 -1.80 3.44
H -4.66 -0.50 3.34
C -1.92 0.30 -1.84
H 0.11 -2.87 -2.30
C 1.22 3.76 1.85
H -0.84 1.93 -4.59
H 4.29 -2.90 -1.31
C -0.21 2.34 -2.59
C -3.14 -1.51 4.49
H 1.99 1.12 1.27
C 0.13 4.37 -0.58
H 0.50 3.09 -2.90
C -1.85 0.67 -3.17
C -1.00 -1.52 3.46
C 2.19 -2.77 -1.73
N 1.03 1.36 1.52
H -2.45 0.17 -3.92
H 0.44 6.42 -0.06
H -3.10 0.07 1.50
C 0.24 3.01 -0.24
H -0.33 4.63 -1.52
H 2.48 -6.35 -3.09
C -0.95 1.66 -3.54
H -2.61 -0.50 -1.56
C 3.52 -4.70 -2.20
C 0.79 2.73 1.01
Te 2.09 -0.76 -1.00
H -3.79 -1.76 5.32
C 2.39 -5.34 -2.70

13
Properties=species:S:1:pos:R:3 method="wB97M-V/def2-TZVPD" orbital_gap_ev=10.01 homo_ev=-8.95 e_above_lowest_kcal_mol=86.74
C 0.67 0.64 0.64
H 2.80 -0.30 0.30
N 1.02 -1.08 -0.50
C -1.58 -0.98 0.02
H -1.76 -1.71 -0.81
C 1.77 -0.28 0.18
C 0.17 1.21 -0.65
H -2.26 -0.04 0.06
H -0.71 1.91 -0.43
H 1.05 1.30 -1.29
H 0.45 0.99 1.66
H -1.46 -1.37 0.98
C -0.16 -0.30 -0.15

49
Properties=species:S:1:pos:R:3 method="wB97M-V/def2-TZVPD" orbital_gap_ev="6.71 / 6.27" homo_ev="-17.42 / -19.17" s2=6.048 charge=+3 spin_multiplicity=5
C -4.66 -1.10 -0.38
C -4.39 2.59 -0.69
C 2.52 0.86 -1.06
Pd -0.16 -0.80 -0.27
C -4.06 1.22 -0.53
H 1.88 -3.43 -1.47
N -2.35 -0.46 -0.30
O 1.85 -0.16 -1.27
C -2.06 3.21 -0.66
H -0.45 -0.26 2.35
H 2.28 -3.35 2.71
C 2.18 -2.92 0.60
C 1.11 -1.60 2.54
H -0.89 -1.79 2.12
H -1.31 3.98 -0.77
H -5.43 2.88 -0.77
H 0.36 3.28 0.23
H -3.66 4.60 -0.91
C 4.20 3.10 -0.54
H 5.77 1.94 -1.47
H 0.71 -3.66 2.05
C -5.05 0.21 -0.50
C -2.71 0.84 -0.41
H 2.41 -1.88 0.32
C 1.97 2.08 -0.43
C 4.73 1.95 -1.19
N -0.16 -1.12 1.90
N -0.38 1.43 -0.35
H -5.38 -1.91 -0.36
H 2.46 4.06 0.28
C 3.92 0.89 -1.44
H 1.27 -4.63 -0.35
N 0.01 -2.96 -0.65
C 1.55 -2.95 2.00
C 1.38 -3.56 -0.52
C -3.38 3.56 -0.76
C 0.60 2.30 -0.17
H 0.95 -1.65 3.61
H -6.09 0.48 -0.58
C -3.30 -1.39 -0.29
C 2.83 3.15 -0.18
H 4.30 0.00 -1.94
H -2.96 -2.42 -0.21
H -0.34 -3.18 -1.58
Cl 5.17 4.42 -0.22
H 3.15 -3.43 0.62
H 1.88 -0.85 2.35
H -0.61 -3.45 -0.01
C -1.67 1.86 -0.45

83
Properties=species:S:1:pos:R:3 method="wB97M-V/def2-TZVPD" orbital_gap_ev=10.98 homo_ev=-10.90 smiles="CCOC(=O)C(F)(F)F.CCOC(=O)C(F)(F)F.O=S1(=O)OCCO1.O=S1(=O)OCCO1.O=S1(=O)OCCO1.O=S1(=O)OCCO1.O=S1(=O)OCCO1"
H -0.35 -4.65 6.66
H -1.79 4.57 -3.48
H 2.19 4.02 0.12
H 1.26 -3.59 -6.67
H -0.53 -1.72 -1.34
S 0.23 -3.67 4.02
O -1.39 -3.80 -3.42
O -2.01 -1.50 -4.26
H 1.17 -1.15 0.23
S -0.15 1.34 -0.36
C 1.34 -3.08 -4.44
F 3.29 -5.54 -0.63
H 4.73 -0.04 -2.52
H 0.81 5.26 -2.58
H 0.44 -4.67 -5.63
O -2.29 7.67 -0.79
H -5.97 2.09 0.90
F -5.83 -2.69 1.92
H 1.38 3.83 1.68
S -1.08 -2.64 -4.28
O -0.85 -2.88 4.51
O -4.79 0.38 0.72
C -5.06 -0.47 1.82
O 1.08 -3.13 2.96
H -1.79 -1.56 -0.28
H -1.04 3.70 -2.07
H 3.29 -0.22 -0.64
H -3.80 3.39 0.04
H 4.49 -1.69 -3.09
H -1.26 -6.40 5.19
C -4.19 2.44 -0.32
C 0.14 -1.01 0.57
H -4.43 2.00 1.80
C 2.67 -3.31 -0.52
O 3.29 4.77 4.23
H 0.27 -6.88 4.61
O -2.43 5.23 -1.69
H 0.67 5.88 1.52
C -0.85 -1.07 -0.53
O -1.89 5.62 0.74
C 2.12 4.41 1.13
O 1.19 1.49 -0.98
O 3.46 4.30 1.62
F -4.50 -2.21 0.35
C -0.30 -5.99 4.88
F 4.29 -4.31 0.91
O 4.90 6.07 2.72
C 3.18 -4.53 0.21
O -0.24 6.09 -1.10
H -0.43 6.43 -3.13
C 0.37 -5.19 6.05
C -4.78 -1.94 1.60
H 2.27 -2.54 -4.63
H -3.30 1.87 -0.58
S 3.59 5.38 2.90
O -0.80 2.60 0.02
O 2.42 6.34 2.34
O 1.61 -3.27 -1.10
C -0.21 5.62 -2.43
O 1.07 -4.23 5.28
O -0.65 -3.12 -5.81
F 2.25 -4.95 1.10
F -3.67 -2.27 2.33
C 0.69 -3.61 -5.74
H 1.14 -5.66 6.64
O -0.05 0.30 0.98
C 3.39 -1.09 -1.29
H 5.59 -1.39 -1.68
H 1.39 -3.86 -3.68
O 3.54 -2.26 -0.53
C -1.34 4.67 -2.49
C -4.92 1.78 0.86
C 4.68 -1.09 -2.20
H -4.88 2.63 -1.14
O -5.32 -0.08 2.94
S -1.78 6.29 -0.58
H 1.89 6.49 0.32
C 1.71 5.89 1.21
O -0.38 -5.18 3.71
H -0.02 -1.77 1.33
O 0.43 -2.10 -4.05
O -1.09 0.23 -1.08
H 2.52 -1.08 -1.93

82
Properties=species:S:1:pos:R:3 method="wB97M-V/def2-TZVPD" orbital_gap_ev="6.59 / 5.52" homo_ev="-13.44 / -13.53" e_above_lowest_kcal_mol=0.00 s2=3.796 charge=+2 spin_multiplicity=4
H 5.03 2.00 0.23
C -0.03 3.26 3.83
H -1.47 -3.05 -2.26
C 0.50 1.98 3.50
H -4.17 -1.84 -1.47
C 4.08 -2.04 -0.64
C -0.84 0.24 -4.13
C 0.23 -5.75 1.50
N 0.73 0.26 1.77
C -0.59 2.15 1.31
S -0.90 0.96 -2.46
C 0.84 -5.88 0.26
C 1.26 1.17 4.36
C 1.70 -0.06 3.93
H 5.07 -0.57 -2.80
H 1.77 -1.44 2.30
C -0.80 3.93 2.92
C 1.86 3.08 -0.67
C 3.21 0.52 -2.47
S -2.40 -0.93 -0.20
F 0.12 -6.79 2.29
H 3.46 -2.34 -1.47
F -0.86 -4.39 3.07
S -2.69 -1.91 -3.99
H -3.38 -3.03 -0.47
C -2.52 -2.85 -2.44
Tc 0.17 -0.10 -0.36
C -2.72 0.96 -2.19
H 3.01 -1.44 -3.42
C 2.60 -0.43 -3.50
H -3.01 -3.81 -2.63
C -1.01 -1.27 -4.25
I -2.23 4.44 0.29
H 4.07 0.39 1.88
F 1.31 -7.05 -0.12
C -0.27 -4.52 1.89
H -1.63 0.79 -4.66
O -0.81 1.50 0.14
F -0.67 -2.28 1.45
H -2.94 1.30 -0.08
H -4.28 0.45 -0.81
I 0.34 4.13 5.67
C 4.47 -0.40 1.24
S 0.73 -2.19 -1.31
H 1.89 4.01 -0.10
H 0.82 2.75 -0.71
H 2.82 -0.06 -4.50
H -0.38 -1.77 -3.53
C -0.15 -3.45 1.04
H 2.61 1.97 1.01
C 0.48 -3.53 -0.19
H 2.90 1.53 -2.72
C 2.83 2.07 -0.05
C -3.20 -2.24 -1.20
C 3.46 -0.93 0.22
C 0.96 -4.78 -0.57
H -3.07 1.98 -2.40
H 1.48 1.51 5.36
H 4.29 3.59 0.31
H -0.68 -1.58 -5.24
H 4.22 -2.92 0.00
C -3.19 0.56 -0.81
H 5.12 1.13 -3.26
H 2.63 -1.38 0.76
C 0.23 1.47 2.21
C -1.09 3.37 1.65
H 5.06 -1.75 -1.01
H -3.09 0.28 -2.95
H 0.11 0.56 -4.56
F 1.55 -4.94 -1.74
P 2.57 0.38 -0.75
H 4.50 2.81 -1.25
H 5.37 -0.03 0.75
C 4.26 2.63 -0.20
C 4.75 0.43 -2.51
C 1.42 -0.47 2.63
H 5.24 0.68 -1.57
H 2.26 -0.72 4.59
H 2.16 3.33 -1.70
H 1.52 -0.52 -3.40
H -1.19 4.91 3.17
H 4.77 -1.23 1.88

63
Properties=species:S:1:pos:R:3 method="wB97M-V/def2-TZVPD" orbital_gap_ev="8.10 / 4.07" homo_ev="-16.08 / -16.08" s2=2.030 charge=+3 spin_multiplicity=3
C 1.03 3.82 2.54
C -2.69 0.73 2.79
C 0.72 -0.06 3.94
H 3.27 0.13 -0.91
H -3.72 2.12 4.01
H 2.53 6.15 4.47
C 2.07 2.90 2.43
H 1.93 2.01 1.84
C -0.83 -1.12 5.52
C 1.19 5.00 3.26
C -2.74 1.64 4.02
O -0.43 2.01 1.29
N 2.12 -1.04 0.37
C -0.52 -0.64 4.25
H -0.62 -2.82 -3.73
H -1.97 -2.25 -2.72
C -0.96 -2.03 -3.06
H 5.42 -2.45 1.75
H 4.08 2.45 2.99
H -0.94 -1.54 -5.79
H 5.43 -0.75 -0.08
C 3.27 3.16 3.08
C 4.50 -2.05 1.36
C 1.64 0.07 4.95
H 0.91 0.33 2.95
C 3.30 -0.61 -0.13
C -1.05 0.67 -5.48
H -1.70 3.21 5.01
C -1.05 0.49 -3.26
H -0.29 -1.94 -2.21
H -1.06 1.15 -6.45
C -1.63 2.69 4.06
H -1.78 -1.60 5.73
H 4.38 4.53 4.30
H -1.51 4.73 3.30
S -1.19 0.98 -1.66
H -2.13 1.18 1.96
H 1.14 -2.28 1.70
H 0.41 5.75 3.31
S -1.72 -0.79 3.01
C 0.12 -0.99 6.52
H -2.71 1.06 4.95
C -1.69 3.73 2.93
H -0.10 -1.34 7.52
N -0.97 -0.77 -3.81
C 3.28 -2.47 1.87
S -0.46 3.51 1.61
H 2.08 -0.30 7.02
H -1.19 2.35 -4.23
O -1.09 -1.14 1.71
C 3.43 4.32 3.81
Au 0.33 -0.20 -0.32
C -0.98 -0.67 -5.15
H -0.65 2.21 4.05
H -2.65 3.75 2.41
C 2.40 5.24 3.91
H -3.66 0.39 2.45
N -1.11 1.35 -4.32
C 2.11 -1.96 1.34
C 4.50 -1.11 0.34
Br 3.17 -3.72 3.25
C 1.35 -0.40 6.23
H 2.60 0.53 4.75

106
Properties=species:S:1:pos:R:3 method="wB97M-V/def2-TZVPD" orbital_gap_ev=8.72 homo_ev=-8.17 e_above_lowest_kcal_mol=38.75 smiles=COC[C@H](C)N.COC[C@H](C)N.COC[C@H](C)N.COC[C@H](C)N.COC[C@H](C)N.CCO.CCO.O
H 0.67 -0.06 -3.71
N 1.80 -1.83 0.65
H -4.31 0.42 -2.07
H 1.18 3.05 2.24
H 3.29 -3.36 0.79
H 1.84 -4.96 2.13
H 0.72 0.64 3.40
H -4.42 1.97 2.89
H 0.65 -3.90 -0.50
H -1.40 0.36 -7.59
H 0.01 3.03 3.47
H -0.69 -1.95 3.40
H -4.34 2.85 4.47
H 4.47 -1.46 -0.96
H 2.54 0.47 -1.32
O -3.02 1.31 -0.67
C 1.74 -3.97 -0.42
C -0.94 3.02 1.56
N -0.20 -1.19 2.96
H -4.06 -1.24 2.78
H 3.02 -2.52 5.51
H -4.69 3.66 2.92
C 3.37 -1.57 5.10
H 0.63 -1.60 2.56
H 2.11 -4.99 -0.26
H -0.05 -1.73 -2.01
C -1.58 -0.56 -7.03
N -0.54 0.99 -2.43
C -4.12 2.46 -2.33
C -2.29 3.58 2.07
N -0.57 3.49 0.24
H 2.07 -5.40 -2.48
H 0.56 -0.70 0.28
H 0.33 3.22 -0.12
C -4.19 1.31 -1.46
H -5.84 -1.66 1.14
H 1.98 -1.82 -0.35
O 2.32 -3.56 -1.67
H -3.44 -2.54 1.84
H 3.49 3.51 -3.07
H -1.48 0.91 -2.09
C -3.76 -1.50 1.77
H 6.14 1.56 -2.02
O -0.74 -0.60 -5.85
H -0.01 0.71 -1.62
H 2.62 0.67 -2.95
H -2.22 4.65 2.24
H 2.31 -4.20 -3.71
C -4.10 2.88 3.40
O -2.69 -0.60 1.47
H -5.18 -0.17 0.84
C -4.88 -1.22 0.87
C 2.21 -3.21 0.82
H 3.70 4.43 -1.48
H 0.80 -4.12 -2.89
H 2.67 -0.96 -2.40
H -1.03 1.94 1.46
C -0.59 -1.41 -2.90
H -1.60 -0.42 5.16
O 4.45 2.43 -1.50
H 5.08 1.84 -3.36
C -1.13 0.29 -4.84
H -4.51 -1.51 -0.12
H -3.17 2.42 -2.86
H -1.65 -1.45 -2.64
C 1.85 -4.37 -2.74
C 5.09 1.53 -2.31
H -0.95 1.30 -5.20
C 3.05 0.04 -2.18
H 0.25 4.52 2.57
H -3.05 3.40 1.31
C -1.16 0.35 4.54
H 4.94 4.22 -2.43
O -2.69 3.03 3.36
H -1.18 3.04 -0.44
H -0.98 1.14 5.26
H -0.57 0.22 0.71
H -5.00 2.52 -2.98
H -0.47 -2.19 -3.64
N 5.02 -0.62 -0.93
O 2.38 -0.99 4.25
H 1.42 -0.02 5.70
H 2.09 -3.40 2.96
H 0.56 -3.80 2.12
H -5.08 1.48 -0.84
H -2.63 -0.76 -6.83
H -2.22 0.37 -4.82
C 4.06 3.65 -2.15
H -3.04 0.54 -0.10
H -3.96 3.37 -1.75
H 0.78 -1.65 5.43
H 4.27 -1.73 4.51
C 1.65 -3.88 2.09
H -1.19 -1.27 -7.76
C 0.19 3.44 2.48
H -2.10 -0.58 2.23
H 3.69 -0.93 5.93
C 0.16 -0.14 3.91
O 0.02 0.04 -0.02
C 1.15 -0.75 4.94
H 4.90 -0.57 -2.96
C 4.55 0.08 -2.17
H 2.54 -1.25 1.02
C -0.40 -0.03 -3.46
H -1.92 0.62 3.81
H 4.65 -0.10 -0.15